Molecular formula: CH3NO3
Method: DFT, ωB97M-V with the def2-TZVPD basis set

Each line ends with the natural charge from an NBO analysis.
CARTESIAN COORDINATES (ANGSTROEM)
C: -1.330968 0.453328 -0.441802  0.56
N: 0.312098 -0.190243 -0.708431  -0.03
O: -2.062905 -0.060435 0.292998  -0.44
O: 0.269617 -1.468876 -0.137267  -0.58
O: 1.036075 0.742783 0.161266  -0.60
H: -1.323824 1.424295 -1.047443  0.16
H: 1.082351 -1.913809 -0.429250  0.47
H: 1.916104 0.525772 -0.215056  0.47

Cartesian forces (eV/Å) of the 2 atoms listed first:
C 4.030 0.072 -0.993
N -2.975 1.238 0.035

Calculated total energy: -8713.7208 eV
Strongest force on any atom: 4.2 eV/A
Total charge: 0
SMILES string: O=CN(O)O

---

Molecular formula: CH3NO3
Method: DFT, ωB97M-V with the def2-TZVPD basis set

Each line ends with the natural charge from an NBO analysis.
CARTESIAN COORDINATES (ANGSTROEM)
C: -0.286437 0.837561 -0.129724  0.85
N: 0.814495 0.046223 0.287449  -0.89
O: -1.306989 0.046175 -0.495403  -0.25
O: -1.058700 -1.333602 -0.134280  -0.42
O: -0.216371 1.982569 -0.466624  -0.57
H: -0.072352 -1.442477 -0.782518  0.48
H: 1.488656 0.592011 0.805718  0.40
H: 0.637699 -0.728461 0.915382  0.40

Cartesian forces (eV/Å) of the 2 atoms listed first:
C 2.181 -1.034 -0.913
N 0.444 0.901 1.442

Calculated total energy: -8714.9522 eV
Strongest force on any atom: 5.1 eV/A
Total charge: 0
SMILES string: NC(=O)OO

---

Molecular formula: CH3NO3
Method: DFT, ωB97M-V with the def2-TZVPD basis set

Each line ends with the natural charge from an NBO analysis.
CARTESIAN COORDINATES (ANGSTROEM)
C: 0.554820 -0.400135 0.089098  0.02
N: 2.041254 -0.115167 0.082735  0.51
O: 2.334781 1.044795 0.272243  -0.37
O: 2.778870 -0.966480 -0.347615  -0.37
O: -0.134726 0.359114 1.090298  -0.69
H: 0.182890 0.062610 -0.848482  0.20
H: 0.548203 -1.470255 0.023956  0.21
H: -0.374650 1.268459 0.739155  0.50

Cartesian forces (eV/Å) of the 2 atoms listed first:
C -1.024 2.764 -0.380
N -0.318 1.533 -1.039

Calculated total energy: -8714.6517 eV
Strongest force on any atom: 3.0 eV/A
Total charge: 0
SMILES string: O=[N+]([O-])CO

---

- The highest calculated total energy belongs to which entry?
  number 1

---

- total charge of number 1 (CH3NO3)?
  0